[1]
This record from the Open Molecules 2025 dataset describes a structure of composition C20H40NO3P3Pb in a non-equilibrium geometry. The level of theory is the ωB97M-V functional and the def2-TZVPD basis.

Last column: Löwdin charge in e.
Cartesian coordinates (Å):
Pb1 0.09238 -0.95536 -1.45653  1.431
P1 -0.11134 3.20584 -1.47338  0.938
P2 3.69207 -1.08242 0.14485  0.862
P3 -2.06540 -2.45688 1.50892  0.896
O1 -0.45444 1.02211 1.52926  -0.126
O2 2.09959 1.90740 0.37294  0.080
O3 1.14422 -1.32484 2.33625  0.068
N1 -1.65737 2.29899 3.01877  -0.173
C1 -2.68074 -2.15706 3.20538  -0.211
C2 4.56183 -0.19788 -1.19217  -0.245
C3 -1.58776 -1.66080 -3.21868  -0.128
C4 1.22298 -1.95075 -3.43778  -0.113
C5 -0.05122 4.79492 -0.60703  -0.176
C6 0.44651 -2.96977 -2.81016  -0.130
C7 -1.86964 2.87458 -1.71665  -0.191
C8 -1.54330 -4.19929 1.51370  -0.239
C9 -1.52779 1.50868 1.93318  -0.328
C10 -0.96886 -2.85262 -2.77158  -0.104
C11 3.86232 -2.87714 -0.16324  -0.241
C12 1.40613 1.52198 -0.47932  -0.186
C13 0.55632 3.53599 -3.12889  -0.192
C14 4.75661 -0.80823 1.60856  -0.214
C15 -3.59951 -2.46967 0.51355  -0.242
C16 -0.82133 -0.65345 -3.84730  -0.112
C17 -2.96149 2.83064 3.40101  -0.021
C18 0.58772 -0.76818 -3.90854  -0.129
C19 -0.55010 2.59849 3.91634  -0.007
C20 0.85647 -1.41445 1.23232  -0.224
H1 5.82242 -0.99574 1.39389  0.088
H2 -0.64227 -4.29866 2.13402  0.063
H3 3.32219 -3.40129 0.63921  0.056
H4 4.52169 0.87970 -0.98101  0.052
H5 0.13925 4.47160 -3.53378  0.097
H6 3.37992 -3.16651 -1.10736  0.029
H7 -2.31112 -4.87958 1.89810  0.085
H8 -1.59830 -3.68951 -2.44431  0.155
H9 -2.36488 3.70782 -2.22554  0.098
H10 1.17550 0.04167 -4.36577  0.152
H11 -3.40665 -1.32796 3.19164  0.060
H12 -0.19538 1.70413 4.45019  0.110
H13 -2.67887 -1.55854 -3.17082  0.156
H14 2.30633 -2.08473 -3.57502  0.155
H15 -1.81804 -1.84336 3.81758  0.060
H16 -4.36981 -3.13561 0.92081  0.088
H17 -3.37794 -2.74889 -0.52579  0.028
H18 4.90325 -3.22026 -0.16658  0.082
H19 0.28928 3.06863 3.38874  0.098
H20 -3.13831 -3.05135 3.65408  0.087
H21 1.65328 3.63290 -3.06056  0.079
H22 -3.37810 3.47029 2.60988  0.100
H23 4.03081 -0.35114 -2.14020  0.031
H24 -0.60984 5.54991 -1.18523  0.098
H25 -3.97890 -1.43803 0.49976  0.051
H26 4.62914 0.23955 1.93633  0.065
H27 5.61115 -0.48900 -1.30540  0.082
H28 -2.36359 2.72250 -0.75316  0.052
H29 4.42419 -1.45920 2.43660  0.068
H30 -2.81136 3.42507 4.30629  0.101
H31 -3.67862 2.02262 3.60841  0.102
H32 -1.27076 -4.48792 0.48871  0.042
H33 -0.95412 3.30684 4.64781  0.098
H34 -1.33224 0.17250 -4.35463  0.153
H35 -2.01495 1.95763 -2.29589  0.039
H36 -2.49507 1.33041 1.41346  0.138
H37 0.93697 -3.85824 -2.38227  0.156
H38 0.99683 5.11404 -0.47733  0.085
H39 0.32223 2.68969 -3.79728  0.049
H40 -0.51015 4.67718 0.38866  0.070

## Properties
**Charge**: +4
**Multiplicity**: 1
**Energy**: -2281.79840 Eh
**Largest force on an atom**: 0.0984 hartree/bohr
**Gap between HOMO and LUMO (alpha / beta)**: 5.03 / 3.56 eV

=====

[2]
This record from the Open Molecules 2025 dataset describes a structure of composition C22H17Cl68F2N3O3S2Si2 in a non-equilibrium geometry. The level of theory is the ωB97M-V functional and the def2-TZVPD basis.

Last column: Löwdin charge in e.
Cartesian coordinates (Å):
Cl1 2.33226 -4.86181 4.26680  0.496
Cl2 6.79300 9.39577 -2.67124  0.511
Cl3 4.40362 -0.13928 1.25260  0.574
Cl4 -12.73797 -0.00064 -0.26920  0.465
Cl5 8.02026 1.65347 6.33089  0.505
Cl6 1.66286 -5.61750 -13.93009  0.515
Cl7 -0.02396 -1.91590 -1.72234  0.469
Cl8 6.51907 -5.50753 0.48830  0.504
Cl9 4.62410 -6.84988 2.24131  0.503
Cl10 3.74780 -5.82769 -0.33797  0.445
Cl11 -0.32813 -1.29008 -4.54753  0.464
Cl12 3.74446 -0.30233 -7.29056  0.503
Cl13 -3.62864 0.01243 6.40680  0.512
Cl14 -8.90866 3.52065 0.90923  0.525
Cl15 3.31607 6.46142 3.02571  0.535
Cl16 4.08307 -6.85006 -8.35700  0.466
Cl17 -6.25030 0.20833 7.65351  0.524
Cl18 -5.94143 0.78161 4.81783  0.523
Cl19 5.10502 -0.05287 -1.56987  0.527
Cl20 -12.20011 7.13357 4.08299  0.512
Cl21 0.28076 -6.49807 -3.37806  0.527
Cl22 2.15512 -5.73132 -11.06469  0.490
Cl23 4.19688 5.16807 0.57272  0.520
Cl24 3.27378 2.56796 -7.21703  0.518
Cl25 8.92463 7.77113 -1.53890  0.511
Cl26 -14.38980 6.56937 5.91392  0.513
Cl27 4.24261 -3.95773 -8.08433  0.497
Cl28 -8.51211 1.58724 3.04708  0.512
Cl29 5.50491 -8.14323 -0.21168  0.528
Cl30 6.60231 3.13007 8.39837  0.508
Cl31 1.73460 0.79691 -5.49670  0.465
Cl32 2.68479 -1.42207 -0.71360  0.433
Cl33 -11.70785 7.01976 6.94838  0.513
Cl34 2.43977 7.48362 0.44643  0.532
Cl35 5.21104 7.80377 1.27271  0.503
Cl36 1.27534 0.79521 -8.36976  0.517
Cl37 2.97836 -5.42611 -3.18051  0.477
Cl38 5.29269 -2.55690 -0.10024  0.492
Cl39 7.45623 -8.75760 -10.67622  0.504
Cl40 6.60930 -5.48248 -8.81856  0.516
Cl41 6.44208 -11.39330 -11.37620  0.515
Cl42 -12.30963 4.58248 5.47766  0.477
Cl43 1.86598 -6.09528 -5.78435  0.502
Cl44 4.68496 -9.07775 -11.50249  0.481
Cl45 5.38088 2.74962 5.78509  0.519
Cl46 -15.32726 -1.32750 -0.28435  0.514
Cl47 -12.96725 -2.75367 0.64387  0.515
Cl48 -0.52683 -6.18171 -12.09916  0.514
Cl49 4.95549 -3.32980 8.81473  0.514
Cl50 -0.54201 -5.18181 3.94852  0.516
Cl51 2.59549 -1.90363 7.88650  0.522
Cl52 -2.38397 -0.48974 -2.65057  0.544
Cl53 0.20532 0.83712 -2.63541  0.534
Cl54 -5.68513 -1.95006 5.78606  0.516
Cl55 4.65133 -2.70398 5.98954  0.501
Cl56 7.81225 7.10196 -4.14274  0.511
Cl57 -10.84714 1.39069 1.32241  0.467
Cl58 5.53182 -5.67716 -6.12289  0.510
Cl59 0.84674 -3.80146 -4.31284  0.463
Cl60 1.55334 -8.16859 -12.53542  0.495
Cl61 7.66332 4.52997 6.07895  0.510
Cl62 1.12316 -4.60771 1.63260  0.484
Cl63 1.27049 -7.21250 2.92066  0.508
Cl64 -10.63937 3.56218 3.24767  0.477
Cl65 5.56126 -10.09995 -8.92321  0.500
Cl66 -13.27142 -2.12785 -2.18131  0.513
Cl67 6.22703 6.69917 -1.73645  0.475
Cl68 5.18477 -0.57677 7.90166  0.507
S1 0.71573 -0.76062 1.80953  0.374
S2 2.08912 1.18137 4.35650  0.693
Si1 0.21081 0.29529 3.62336  0.245
Si2 -1.78656 1.54595 1.89567  0.519
F1 3.22809 1.27701 3.04580  -0.406
F2 -6.31563 3.44636 3.10393  -0.224
O1 1.85694 2.64446 4.86808  -0.377
O2 -0.93332 1.61420 3.43000  -0.415
O3 2.59509 0.25891 5.49401  -0.431
N1 0.88685 3.61663 1.98234  0.041
N2 0.84013 4.14016 -0.39833  0.021
N3 -0.92175 4.97861 1.05848  0.052
C1 -13.57601 -1.55240 -0.52274  -1.998
C2 6.03611 -9.83214 -10.61956  -2.007
C3 1.04601 -5.46596 3.19218  -1.998
C4 2.50705 0.96448 -7.09350  -1.998
C5 6.91673 3.01581 6.64831  -2.014
C6 5.09894 -6.58208 0.54496  -1.975
C7 -3.59757 2.26187 2.15492  -0.286
C8 -9.72685 2.51517 2.13157  -1.967
C9 4.34673 -2.12853 7.64812  -2.002
C10 1.21113 -6.42482 -12.40736  -2.007
C11 -5.37640 -0.23690 6.16603  -1.995
C12 7.43927 7.74200 -2.52232  -2.008
C13 4.37156 -1.04281 -0.28279  -1.962
C14 -5.08042 4.25490 3.24885  -0.147
C15 5.11673 -5.49185 -7.84573  -1.996
C16 -3.70024 3.32380 3.39972  -0.232
C17 -0.04929 3.75225 0.80169  -0.596
C18 -0.63272 -0.71463 -2.88895  -1.931
C19 -12.65184 6.32626 5.60572  -2.001
C20 3.79091 6.72923 1.32936  -1.993
C21 1.49300 -5.45524 -4.16393  -1.967
C22 -0.88932 2.39653 0.41996  -0.218
H1 1.11009 3.29704 -0.95021  0.040
H2 -4.98030 5.01615 2.35637  0.125
H3 -0.68538 5.44736 1.96036  0.078
H4 -4.05941 2.64449 1.13988  0.097
H5 -3.85953 2.68033 4.39152  0.085
H6 -2.01170 0.13550 1.48517  -0.013
H7 1.55902 2.82454 1.77564  0.076
H8 -0.31985 -1.71407 1.56347  -0.101
H9 -2.77138 4.05667 3.48666  0.118
H10 -5.19028 4.86208 4.25811  0.126
H11 -4.25866 1.31726 2.46368  0.067
H12 -0.12478 1.62828 -0.07263  0.034
H13 -1.93750 4.76181 0.96475  0.062
H14 1.75431 4.55348 -0.04979  -0.005
H15 -0.23449 -0.66287 4.65648  0.008
H16 1.48519 4.46233 2.12479  0.037
H17 -1.67577 2.63407 -0.44613  0.114

## Properties
**Charge**: 0
**Multiplicity**: 1
**Energy**: -34106.35146 Eh
**Largest force on an atom**: 0.1497 hartree/bohr
**Gap between HOMO and LUMO**: 7.83 eV

=====

[3]
This record from the Open Molecules 2025 dataset describes the molecule C6H15N in a non-equilibrium geometry. The level of theory is the ωB97M-V functional and the def2-TZVPD basis.

Last column: Löwdin charge in e.
Cartesian coordinates (Å):
N1 0.10869 -1.26137 0.57548  -0.303
C1 -0.38541 -0.28617 -0.37053  -0.216
C2 0.59524 2.04562 -0.27013  -0.281
C3 -0.47824 1.14690 0.35469  -0.182
C4 -0.88162 -1.73871 1.51522  -0.112
C5 0.22641 2.56490 -1.66506  -0.117
C6 0.89811 -2.34497 0.02149  -0.099
H1 1.66281 -2.65452 0.73569  0.079
H2 -0.33871 1.81188 -2.22704  0.061
H3 1.55470 1.52842 -0.32608  0.104
H4 -1.65526 -1.03417 1.84780  0.088
H5 0.23815 -3.21356 -0.25031  0.089
H6 0.13370 -0.04518 -1.28700  0.092
H7 -0.25493 0.99024 1.40912  0.098
H8 0.73794 2.86073 0.46303  0.102
H9 -0.40834 -2.08558 2.43916  0.088
H10 1.04869 2.85714 -2.30840  0.066
H11 -1.53242 1.44560 0.11876  0.114
H12 -1.43163 -2.54760 1.07714  0.065
H13 1.35301 -1.94082 -0.87906  0.076
H14 -0.60089 3.28931 -1.60043  0.076
H15 -1.42466 -0.59761 -0.62779  0.112

## Properties
**SMILES string**: CCCCN(C)C
**ΔE to the lowest compared entry with this formula, charge and spin**: 36.57 kcal/mol
**Charge**: 0
**Multiplicity**: 1
**Energy**: -292.31075 Eh
**Largest force on an atom**: 0.0598 hartree/bohr
**Gap between HOMO and LUMO**: 9.23 eV